{
  "formula": "C56H131Br6O37P7",
  "method": "ωB97M-V with the def2-TZVPD basis set",
  "gap_ev": 10.1,
  "homo_energy_ha": -0.3683,
  "lumo_ev": 0.05,
  "spin_multiplicity": 1,
  "elements": ["C", "Br", "Br", "Br", "H", "C", "Br", "Br", "Br", "H", "C", "C", "O", "C", "O", "O", "C", "H", "H", "H", "H", "H", "H", "H", "H", "C", "C", "O", "C", "O", "O", "C", "H", "H", "H", "H", "H", "H", "H", "H", "C", "C", "O", "C", "O", "O", "C", "H", "H", "H", "H", "H", "H", "H", "H", "C", "C", "O", "P", "O", "O", "C", "C", "O", "C", "C", "H", "H", "H", "H", "H", "H", "H", "H", "H", "H", "H", "H", "H", "H", "H", "C", "C", "O", "P", "O", "O", "C", "C", "O", "C", "C", "H", "H", "H", "H", "H", "H", "H", "H", "H", "H", "H", "H", "H", "H", "H", "C", "C", "O", "P", "O", "O", "C", "C", "O", "C", "C", "H", "H", "H", "H", "H", "H", "H", "H", "H", "H", "H", "H", "H", "H", "H", "C", "C", "O", "P", "O", "O", "C", "C", "O", "C", "C", "H", "H", "H", "H", "H", "H", "H", "H", "H", "H", "H", "H", "H", "H", "H", "C", "C", "O", "P", "O", "O", "C", "C", "O", "C", "C", "H", "H", "H", "H", "H", "H", "H", "H", "H", "H", "H", "H", "H", "H", "H", "C", "C", "O", "P", "O", "O", "C", "C", "O", "C", "C", "H", "H", "H", "H", "H", "H", "H", "H", "H", "H", "H", "H", "H", "H", "H", "C", "C", "O", "P", "O", "O", "C", "C", "O", "C", "C", "H", "H", "H", "H", "H", "H", "H", "H", "H", "H", "H", "H", "H", "H", "H"],
  "coordinates": [[3.78, -2.14, 3.96], [3.00, -3.79, 3.42], [5.58, -2.06, 3.36], [3.76, -1.81, 5.79], [3.24, -1.42, 3.34], [-0.97, -1.73, 6.43], [-2.82, -2.19, 6.17], [-0.64, 0.05, 5.94], [0.15, -2.91, 5.48], [-0.83, -1.79, 7.52], [4.22, -0.65, -0.58], [5.17, 0.32, 0.03], [6.29, 0.50, -0.84], [7.53, 0.50, -0.26], [7.78, 0.21, 0.88], [8.42, 0.89, -1.19], [9.73, 1.18, -0.80], [3.37, -0.68, 0.08], [4.68, -1.65, -0.63], [3.96, -0.39, -1.59], [5.62, 0.02, 0.94], [4.71, 1.31, 0.11], [9.83, 1.74, 0.12], [10.08, 1.74, -1.68], [10.31, 0.26, -0.74], [8.62, 0.87, 4.25], [7.66, 2.04, 4.11], [6.35, 1.59, 4.62], [5.33, 1.67, 3.79], [5.34, 2.05, 2.63], [4.28, 1.24, 4.40], [3.04, 1.16, 3.55], [9.63, 1.27, 4.03], [8.37, 0.03, 3.52], [8.55, 0.44, 5.27], [7.59, 2.40, 3.08], [8.02, 2.86, 4.71], [3.36, 0.80, 2.52], [2.61, 2.16, 3.47], [2.41, 0.43, 3.99], [2.00, -2.51, -2.22], [0.54, -2.55, -1.70], [0.09, -1.33, -1.10], [0.27, -1.17, 0.15], [0.69, -2.07, 0.86], [-0.02, 0.05, 0.50], [0.26, 0.53, 1.81], [2.30, -3.47, -2.62], [2.67, -2.23, -1.44], [2.16, -1.78, -3.04], [0.47, -3.34, -0.93], [-0.23, -2.78, -2.44], [0.34, 1.60, 1.67], [1.04, -0.03, 2.29], [-0.62, 0.40, 2.50], [0.72, 3.59, 4.97], [1.92, 3.98, 5.80], [2.26, 5.43, 5.46], [2.24, 6.41, 6.70], [3.05, 6.15, 7.91], [2.51, 7.78, 5.94], [1.54, 8.32, 4.98], [2.20, 9.06, 3.87], [0.67, 6.56, 6.93], [0.12, 6.24, 8.23], [0.41, 7.36, 9.29], [-0.18, 3.91, 5.45], [0.89, 4.10, 4.01], [0.75, 2.46, 4.88], [1.82, 3.87, 6.90], [2.76, 3.35, 5.59], [0.95, 7.50, 4.60], [0.86, 8.98, 5.55], [1.44, 9.59, 3.29], [2.94, 9.81, 4.18], [2.69, 8.34, 3.21], [-0.95, 6.17, 8.08], [0.54, 5.33, 8.65], [0.11, 7.18, 10.31], [1.48, 7.56, 9.23], [-0.09, 8.29, 8.98], [-4.02, -4.81, -4.65], [-2.91, -4.60, -5.60], [-1.95, -5.61, -5.25], [-0.62, -5.77, -6.11], [-0.73, -5.48, -7.58], [0.36, -4.84, -5.40], [1.74, -4.74, -5.72], [2.59, -5.69, -4.88], [-0.08, -7.21, -5.72], [-1.03, -8.32, -6.16], [-0.27, -9.67, -6.07], [-4.80, -4.10, -4.69], [-4.48, -5.82, -4.71], [-3.52, -4.61, -3.66], [-3.12, -4.63, -6.67], [-2.54, -3.59, -5.47], [1.87, -4.85, -6.80], [1.93, -3.63, -5.51], [2.75, -5.29, -3.89], [2.26, -6.74, -4.94], [3.58, -5.70, -5.33], [-1.85, -8.24, -5.44], [-1.44, -8.03, -7.13], [0.61, -9.71, -6.75], [0.05, -9.83, -5.08], [-0.87, -10.55, -6.42], [-1.15, -5.87, 1.47], [0.19, -5.30, 1.76], [1.12, -5.45, 0.72], [1.52, -6.88, 0.20], [1.90, -7.83, 1.24], [0.39, -7.37, -0.81], [-0.19, -6.56, -1.82], [-1.26, -7.41, -2.45], [2.64, -6.44, -0.83], [3.78, -5.76, -0.35], [4.78, -5.85, -1.49], [-1.47, -5.54, 0.48], [-1.06, -6.94, 1.39], [-1.95, -5.64, 2.15], [0.13, -4.22, 1.86], [0.54, -5.77, 2.67], [-0.66, -5.66, -1.39], [0.56, -6.26, -2.56], [-1.83, -6.79, -3.15], [-0.85, -8.21, -3.08], [-1.93, -7.78, -1.72], [3.47, -4.70, -0.15], [4.20, -6.25, 0.53], [5.18, -6.84, -1.63], [4.32, -5.53, -2.46], [5.59, -5.15, -1.32], [-0.23, -0.96, -4.44], [-1.59, -0.72, -3.89], [-2.61, -1.21, -4.84], [-3.30, -0.21, -5.85], [-4.05, 0.88, -5.21], [-2.09, 0.35, -6.63], [-2.17, 1.66, -7.14], [-3.13, 1.77, -8.33], [-4.03, -1.21, -6.79], [-5.28, -1.78, -6.44], [-6.47, -0.82, -6.58], [-0.18, -0.41, -5.41], [0.57, -0.60, -3.85], [-0.06, -2.07, -4.63], [-1.77, -1.31, -3.02], [-1.76, 0.32, -3.64], [-2.58, 2.34, -6.41], [-1.17, 1.80, -7.45], [-2.83, 1.00, -9.05], [-4.16, 1.62, -7.97], [-3.04, 2.72, -8.82], [-5.42, -2.62, -7.12], [-5.20, -2.18, -5.45], [-6.57, -0.38, -7.56], [-7.42, -1.30, -6.38], [-6.39, -0.01, -5.92], [-6.03, 7.66, -0.85], [-5.06, 6.54, -0.46], [-5.15, 6.22, 0.94], [-4.77, 4.78, 1.53], [-5.31, 3.61, 0.79], [-3.15, 4.67, 1.47], [-2.57, 3.46, 1.92], [-2.07, 3.49, 3.34], [-5.13, 4.83, 3.06], [-6.40, 4.51, 3.66], [-6.12, 4.30, 5.15], [-5.80, 8.50, -0.19], [-5.90, 8.05, -1.85], [-7.07, 7.42, -0.78], [-5.26, 5.68, -1.12], [-4.06, 6.87, -0.68], [-3.31, 2.68, 1.74], [-1.81, 3.37, 1.15], [-2.94, 3.73, 4.01], [-1.62, 2.62, 3.81], [-1.36, 4.31, 3.43], [-7.08, 5.32, 3.62], [-6.89, 3.65, 3.17], [-5.43, 3.46, 5.26], [-5.65, 5.19, 5.58], [-7.05, 4.12, 5.75], [5.75, 5.17, 1.67], [4.38, 4.99, 2.33], [3.30, 5.61, 1.58], [2.22, 4.73, 0.83], [1.91, 3.47, 1.55], [1.02, 5.75, 0.70], [0.57, 6.52, 1.83], [-0.62, 7.34, 1.40], [2.68, 4.61, -0.68], [1.90, 3.67, -1.43], [2.47, 2.27, -1.52], [5.78, 4.82, 0.63], [6.00, 6.21, 1.75], [6.49, 4.63, 2.28], [4.22, 3.92, 2.39], [4.37, 5.43, 3.32], [0.24, 5.88, 2.65], [1.39, 7.12, 2.24], [-0.37, 8.06, 0.62], [-1.39, 6.77, 0.93], [-1.00, 7.97, 2.22], [0.86, 3.63, -1.04], [1.90, 4.13, -2.44], [2.65, 1.85, -0.56], [1.75, 1.56, -2.00], [3.38, 2.20, -2.08], [-2.51, -2.22, 2.45], [-2.56, -2.23, 0.95], [-3.90, -2.54, 0.57], [-4.21, -3.48, -0.66], [-3.10, -3.60, -1.61], [-4.79, -4.85, -0.09], [-4.97, -6.05, -0.96], [-6.20, -5.93, -1.79], [-5.44, -2.81, -1.33], [-5.38, -1.42, -1.76], [-6.45, -1.13, -2.82], [-3.34, -1.61, 2.84], [-2.68, -3.21, 2.80], [-1.58, -1.86, 2.81], [-2.31, -1.30, 0.47], [-1.87, -2.98, 0.53], [-4.11, -6.11, -1.55], [-5.03, -6.92, -0.32], [-6.53, -6.86, -2.22], [-7.05, -5.58, -1.22], [-6.04, -5.24, -2.60], [-5.53, -0.79, -0.90], [-4.36, -1.21, -2.06], [-6.28, -1.77, -3.71], [-7.44, -1.35, -2.54], [-6.48, -0.09, -3.11]],
  "mulliken_charge": [1.39, -0.08, -0.04, 0.00, -1.37, -0.40, -0.06, 0.04, 0.00, 0.41, -1.13, 0.57, -0.41, 0.66, -0.54, -0.35, -0.66, 0.25, 0.44, 0.37, 0.39, -0.45, 0.30, 0.24, 0.30, -1.13, -0.07, -0.44, 0.76, -0.28, -0.41, 0.29, 0.37, 0.16, 0.34, 0.13, 0.42, 0.13, -0.73, 0.58, 0.24, 0.70, 0.62, 0.01, -0.27, 0.06, 0.37, -0.62, -0.46, 0.32, -0.64, -0.06, 0.04, -0.37, -0.10, 0.21, -0.69, 0.69, 0.32, -0.82, -0.43, 0.43, -1.09, -0.28, -0.32, -1.18, 0.98, -0.48, -0.46, 0.36, 0.10, -0.07, 0.25, 0.37, 0.36, 0.05, 0.38, 0.29, 0.39, 0.31, 0.29, -0.64, -0.46, 0.45, 0.36, -0.89, 0.18, -0.58, -0.31, -0.31, -0.27, -1.29, 0.32, 0.43, -0.22, 0.49, 0.05, 0.34, 0.32, -0.48, 0.17, 0.55, 0.22, 0.47, 0.31, 0.31, 0.37, -1.09, 0.18, 0.50, 0.47, -0.88, -0.51, 2.19, -1.15, -0.18, 0.30, -1.08, -0.19, 0.55, 0.43, -0.35, 0.38, -0.82, -0.26, -0.10, 0.11, 0.54, -0.12, 0.38, 0.39, 0.02, 0.42, -0.47, 0.31, 0.42, 0.60, -0.85, -0.30, -0.45, -1.09, -0.32, 0.72, -1.56, 0.46, -0.15, -0.08, -0.51, 0.59, 0.35, 0.38, 0.28, 0.24, 0.44, 0.41, -0.58, 0.39, 0.46, 0.34, -1.37, -0.10, -0.33, 0.53, -0.75, 0.05, -0.63, 0.20, -0.11, -0.27, -1.10, 0.32, 0.40, 0.35, 0.33, 0.25, 0.43, 0.30, 0.07, 0.27, -0.38, 0.31, 0.35, 0.25, 0.27, 0.38, -1.38, 1.17, -0.31, -0.67, 1.23, -0.37, 1.54, -1.73, -0.44, -0.41, 0.12, 0.32, 0.45, 0.24, -0.80, 0.21, -0.49, -0.21, 0.45, 0.31, 0.38, 0.18, 0.42, -0.52, -0.09, 0.48, -1.11, 1.19, -0.57, -0.76, 0.88, -0.39, 0.52, -1.07, -0.16, 0.42, -1.17, 0.34, 0.32, 0.03, 0.29, -0.55, -0.35, 0.41, 0.45, 0.33, 0.03, 0.35, -0.25, -0.03, 0.51, 0.38]
}